17
Properties=species:S:1:pos:R:3 method="wB97M-V/def2-TZVPD" orbital_gap_ev=10.80 de_lowest_ev=1.094 energy_ha=-721.105996 smiles="CP(C)(N)=O.N=C=O" lumo_ev=0.7071
C 3.081 0.552 -1.858
C -0.915 -0.447 1.510
C -0.736 0.840 -1.010
N 3.204 1.538 -1.168
N 0.833 -1.264 -0.425
O 2.958 -0.189 -2.763
O 1.294 1.093 0.902
P 0.289 0.149 0.327
H -0.403 -1.292 2.083
H -1.147 0.466 1.968
H -1.774 -0.758 0.875
H -1.150 0.055 -1.599
H -1.508 1.457 -0.633
H -0.071 1.564 -1.519
H 1.480 -1.106 -1.238
H 3.240 1.885 -0.161
H 1.374 -1.779 0.225